# 1
Entry from the OMol25 dataset: C10H15BrSi as an isolated structure in a non-equilibrium geometry (ωB97M-V/def2-TZVPD).

Structure (ORCA input):
```
! wB97M-V def2-TZVPD RIJCOSX def2/J DEFGRID3
* xyz 0 1
C 1.92 2.26 0.10
C 2.67 1.10 0.13
C 0.60 2.20 -0.30
C 2.13 -0.11 -0.28
C 0.80 -0.17 -0.72
C 0.05 1.00 -0.72
C 2.95 -1.36 -0.19
C 0.22 -1.47 -1.20
C -2.75 0.21 1.64
C -3.03 -0.08 0.18
Si -2.19 1.13 -1.04
Br -4.98 0.09 -0.16
H 2.35 3.20 0.42
H 3.69 1.12 0.49
H 0.00 3.10 -0.30
H 2.60 -1.98 0.64
H 2.88 -1.95 -1.10
H 4.00 -1.11 -0.02
H 0.24 -2.21 -0.40
H -0.80 -1.33 -1.54
H 0.82 -1.86 -2.02
H -3.25 -0.50 2.30
H -3.09 1.22 1.91
H -1.67 0.16 1.80
H -2.82 -1.13 -0.04
H -2.54 0.74 -2.41
H -2.60 2.48 -0.69
*
```

Results
ΔE to the lowest compared entry with this formula, charge and spin in kcal/mol: 16.8
Total energy in eV: -88533.014
HOMO-LUMO gap in eV: 9.75

***

# 2
Entry from the OMol25 dataset: an isolated ion of composition C10H15ClN and charge +1 in a non-equilibrium geometry (ωB97M-V/def2-TZVPD).

Structure (ORCA input):
```
! wB97M-V def2-TZVPD RIJCOSX def2/J DEFGRID3
* xyz 1 1
C -2.00 -1.31 -1.13
C -1.59 -0.31 -0.03
C -1.46 -1.04 1.30
C -2.70 0.76 0.10
C -0.42 0.39 -0.61
N 0.86 0.39 -0.36
C 1.70 1.20 -1.14
C 2.95 1.51 -0.77
C 3.50 1.01 0.46
C 2.80 0.10 1.15
C 1.52 -0.43 0.64
Cl 1.93 -2.05 -0.17
H -1.23 -2.06 -1.28
H -2.92 -1.81 -0.81
H -2.20 -0.82 -2.08
H -0.79 -1.90 1.22
H -1.14 -0.38 2.10
H -2.43 -1.43 1.58
H -2.41 1.55 0.79
H -2.93 1.21 -0.86
H -3.61 0.30 0.47
H -0.70 1.03 -1.44
H 1.25 1.61 -2.03
H 3.55 2.15 -1.39
H 4.46 1.37 0.80
H 3.17 -0.34 2.06
H 0.83 -0.68 1.44
*
```

Results
ΔE to the lowest compared entry with this formula, charge and spin in kcal/mol: 7.4
Total energy in eV: -24618.320
HOMO-LUMO gap (alpha / beta) in eV: 8.06 / 8.06
SMILES string: CC(C)(C)/C=[N+]1/C=CC=C[C@@H]1Cl

***

# 3
Entry from the OMol25 dataset: C10H15F12N3NiO10S4 as an isolated structure in a non-equilibrium geometry (ωB97M-V/def2-TZVPD).

Structure (ORCA input):
```
! wB97M-V def2-TZVPD RIJCOSX def2/J DEFGRID3
* xyz 0 3
Ni 25.67 -13.18 22.66
C 28.26 -15.26 20.01
F 29.07 -16.29 19.71
F 28.56 -14.20 19.31
F 26.99 -15.58 19.83
S 28.57 -14.76 21.85
O 29.48 -15.78 22.36
O 29.12 -13.42 21.78
N 26.89 -14.68 22.47
S 26.64 -16.22 22.88
O 25.19 -16.41 23.17
O 27.23 -17.26 22.04
C 27.62 -16.37 24.63
F 28.20 -15.23 24.91
F 26.84 -16.78 25.64
F 28.51 -17.34 24.44
C 25.19 -9.21 22.15
F 24.86 -10.08 21.23
F 26.49 -8.91 22.02
F 24.35 -8.23 22.12
S 25.04 -10.10 23.78
O 25.29 -9.07 24.80
O 23.65 -10.60 23.70
N 26.13 -11.51 23.62
S 27.27 -11.20 24.60
O 28.31 -12.18 24.45
O 27.75 -9.82 24.44
C 26.47 -11.42 26.42
F 26.91 -12.62 26.99
F 26.64 -10.40 27.23
F 25.15 -11.55 26.24
C 24.26 -14.49 25.41
O 24.20 -13.85 24.16
C 22.86 -13.88 23.63
C 23.02 -14.22 22.16
N 23.89 -13.23 21.48
C 24.45 -13.74 20.23
C 25.46 -12.80 19.67
O 26.25 -12.31 20.77
C 27.25 -11.38 20.43
H 25.25 -14.58 25.85
H 23.98 -15.54 25.35
H 23.65 -13.90 26.09
H 22.34 -12.96 23.88
H 22.27 -14.76 23.88
H 22.05 -14.18 21.65
H 23.33 -15.25 22.00
H 23.26 -12.53 21.14
H 23.64 -13.83 19.51
H 24.78 -14.77 20.39
H 24.94 -11.96 19.20
H 26.06 -13.19 18.86
H 27.89 -11.08 21.26
H 26.86 -10.43 20.06
H 27.91 -11.87 19.71
*
```

Results
ΔE to the lowest compared entry with this formula, charge and spin in kcal/mol: 80.5
Total energy in eV: -152547.245
HOMO-LUMO gap (alpha / beta) in eV: 10.56 / 9.30

***

# 4
Entry from the OMol25 dataset: a single C10H15F2NO molecule in a non-equilibrium geometry (ωB97M-V/def2-TZVPD).

Structure (ORCA input):
```
! wB97M-V def2-TZVPD RIJCOSX def2/J DEFGRID3
* xyz 0 1
C -1.15 -3.03 -0.42
C -1.94 -1.73 -0.30
F -2.18 -1.20 -1.53
C -2.57 -1.29 0.82
N -3.29 -0.16 0.77
C -3.07 0.89 0.13
F -4.11 1.69 0.13
C -1.85 1.30 -0.54
C -0.65 0.91 -0.17
O 0.48 1.21 -0.82
C 1.73 0.95 -0.06
C 2.91 1.57 -0.86
C 1.57 1.51 1.39
C 1.87 -0.60 -0.05
H -0.27 -2.93 -1.05
H -1.86 -3.73 -0.74
H -0.87 -3.23 0.53
H -2.22 -1.67 1.82
H -1.98 1.86 -1.38
H -0.51 0.30 0.89
H 3.84 1.30 -0.43
H 2.91 1.27 -1.83
H 2.75 2.59 -1.03
H 2.53 1.82 1.67
H 1.35 0.62 2.00
H 1.02 2.45 1.29
H 1.84 -0.87 -1.13
H 2.78 -1.04 0.26
H 0.95 -0.75 0.66
*
```

Results
Total energy in eV: -19581.974
HOMO-LUMO gap in eV: 8.65
SMILES string: C/C(F)=C/N=C(F)\C=C\OC(C)(C)C

***

# 5
Entry from the OMol25 dataset: C10H15HfN3OP as an isolated structure in a non-equilibrium geometry (ωB97M-V/def2-TZVPD).

Structure (ORCA input):
```
! wB97M-V def2-TZVPD RIJCOSX def2/J DEFGRID3
* xyz 1 1
C 0.51 1.24 -3.17
C 0.28 0.47 -4.32
C -0.05 -0.91 -4.41
C -0.16 -1.81 -3.31
C -0.03 -1.54 -1.94
Hf 0.48 0.32 -1.21
P 0.32 3.00 -0.50
H 0.83 2.27 -3.39
H 0.33 0.91 -5.35
H -0.22 -1.36 -5.42
H -0.05 -2.33 -1.17
H -0.39 -2.85 -3.61
H -0.80 3.52 0.26
H 0.47 3.99 -1.55
H 1.45 3.32 0.38
C 1.74 -1.76 3.55
N 0.66 -1.06 2.85
C -0.48 -0.70 3.52
C -1.51 -0.03 2.92
C -1.35 0.25 1.54
N -0.21 -0.09 0.92
C 0.79 -0.74 1.53
O 1.78 -0.97 0.78
N -2.24 0.94 0.80
H 1.94 -2.74 3.11
H 1.43 -1.89 4.59
H 2.67 -1.18 3.52
H -0.49 -0.99 4.57
H -2.43 0.28 3.43
H -3.11 1.28 1.28
H -2.16 1.16 -0.21
*
```

Results
ΔE to the lowest compared entry with this formula, charge and spin in kcal/mol: 71.1
Total energy in eV: -27716.766
HOMO-LUMO gap in eV: 5.31

***

# 6
Entry from the OMol25 dataset: a single C10H15N molecule in a non-equilibrium geometry (ωB97M-V/def2-TZVPD).

Structure (ORCA input):
```
! wB97M-V def2-TZVPD RIJCOSX def2/J DEFGRID3
* xyz 0 1
C -1.31 -1.91 2.25
C -0.69 -0.67 1.58
C -0.47 -0.79 0.08
C -0.95 -1.81 -0.72
C -0.88 -1.74 -2.15
C -0.23 -0.63 -2.70
C 0.33 0.30 -1.84
C 0.22 0.29 -0.50
N 0.81 1.32 0.32
C 0.27 2.64 -0.02
C 2.23 1.38 0.45
H -0.73 -2.81 2.03
H -1.44 -1.73 3.34
H -2.33 -2.10 1.80
H -1.27 0.30 1.80
H 0.29 -0.47 2.11
H -1.34 -2.70 -0.22
H -1.20 -2.56 -2.73
H -0.18 -0.47 -3.77
H 0.88 1.12 -2.28
H 0.57 3.13 -0.99
H -0.85 2.47 -0.18
H 0.38 3.28 0.84
H 2.61 0.34 0.54
H 2.51 1.95 1.38
H 2.75 1.86 -0.44
*
```

Results
ΔE to the lowest compared entry with this formula, charge and spin in kcal/mol: 11.4
Total energy in eV: -12102.561
HOMO-LUMO gap in eV: 9.51
SMILES string: CCc1ccccc1N(C)C

***

# 7
Entry from the OMol25 dataset: a single C10H15N3 molecule in a non-equilibrium geometry (ωB97M-V/def2-TZVPD).

Structure (ORCA input):
```
! wB97M-V def2-TZVPD RIJCOSX def2/J DEFGRID3
* xyz 0 1
C -2.04 1.18 -0.02
C -1.66 -1.02 -0.21
C -2.65 -0.06 -0.05
C 0.54 1.70 -0.22
C 0.65 3.04 0.05
C 0.80 -0.68 -0.65
C -4.10 -0.34 -0.12
C 1.55 -2.05 1.40
C 2.80 0.92 -0.79
C 1.58 -1.88 -0.12
N -0.69 0.96 -0.12
N 1.46 0.64 -0.47
N -0.47 -0.40 -0.30
H -2.55 2.07 0.00
H -1.69 -2.03 0.12
H 1.53 3.68 -0.20
H -0.22 3.42 0.48
H -4.67 0.42 0.57
H -4.48 -0.24 -1.17
H -4.31 -1.43 0.20
H 1.93 -3.00 1.59
H 0.57 -1.70 1.80
H 2.38 -1.39 1.88
H 2.97 1.73 -1.44
H 3.35 0.01 -1.24
H 3.57 1.12 0.06
H 1.21 -2.78 -0.51
H 2.64 -1.87 -0.51
*
```

Results
ΔE to the lowest compared entry with this formula, charge and spin in kcal/mol: 118.6
Total energy in eV: -15078.769
HOMO-LUMO gap (alpha / beta) in eV: 6.67 / 6.67

***

# 8
Entry from the OMol25 dataset: a 2-piece molecular cluster, C10H15N3O3S overall in a non-equilibrium geometry (ωB97M-V/def2-TZVPD).

Structure (ORCA input):
```
! wB97M-V def2-TZVPD RIJCOSX def2/J DEFGRID3
* xyz 0 1
C 3.64 3.45 1.92
C 2.90 2.63 0.91
C 2.35 3.25 -0.22
C 1.71 2.50 -1.19
C 1.61 1.12 -1.02
S 0.88 0.14 -2.30
O 0.31 1.03 -3.28
O 1.71 -0.97 -2.65
N -0.59 -0.69 -1.41
C -1.63 -0.90 -2.01
O -2.60 -1.14 -2.65
C 2.16 0.48 0.10
C 2.79 1.25 1.06
H 4.00 2.82 2.73
H 4.50 3.95 1.46
H 3.00 4.24 2.33
H 2.46 4.33 -0.33
H 1.27 2.99 -2.06
H 2.07 -0.60 0.21
H 3.22 0.78 1.95
C -3.16 -1.44 1.49
N -2.37 -1.70 0.33
N -2.55 -2.80 -0.36
C -3.39 -3.89 0.06
H -2.59 -0.79 2.15
H -4.09 -0.94 1.22
H -3.38 -2.37 2.04
H -1.47 -1.17 0.21
H -1.93 -2.99 -1.14
H -4.16 -4.06 -0.70
H -2.76 -4.78 0.12
H -3.90 -3.73 1.01
*
```

Results
ΔE to the lowest compared entry with this formula, charge and spin in kcal/mol: 111.4
Total energy in eV: -32057.230
HOMO-LUMO gap in eV: 5.54
SMILES string: Cc1ccc(S(=O)(=O)N=C=O)cc1.CNNC

***

# 9
Entry from the OMol25 dataset: C10H15N3OPTi as an isolated structure in a non-equilibrium geometry (ωB97M-V/def2-TZVPD).

Structure (ORCA input):
```
! wB97M-V def2-TZVPD RIJCOSX def2/J DEFGRID3
* xyz 0 2
C -0.79 -1.04 -2.56
C -0.96 -0.30 -3.70
C -0.68 1.06 -3.95
C -0.05 1.94 -3.04
C 0.47 1.61 -1.81
Ti 0.52 -0.24 -1.21
P 0.51 -2.80 -0.42
H -1.25 -2.04 -2.49
H -1.40 -0.80 -4.58
H -1.01 1.47 -4.90
H 0.89 2.41 -1.19
H 0.03 2.97 -3.40
H 1.55 -3.43 0.32
H 0.44 -3.76 -1.46
H -0.55 -3.29 0.39
C 2.40 1.46 2.71
N 1.12 0.80 2.39
C 0.10 0.62 3.30
C -1.08 0.05 2.91
C -1.32 -0.24 1.56
N -0.32 0.02 0.67
C 0.90 0.40 1.13
O 1.86 0.33 0.24
N -2.42 -0.79 1.04
H 2.48 2.42 2.17
H 3.26 0.83 2.42
H 2.41 1.64 3.78
H 0.39 0.94 4.30
H -1.85 -0.16 3.65
H -3.21 -1.02 1.63
H -2.46 -1.07 0.06
*
```

Results
Total energy in eV: -49530.863
HOMO-LUMO gap (alpha / beta) in eV: 4.76 / 6.60

***

# 10
Entry from the OMol25 dataset: a single C10H15N5O4 molecule in a non-equilibrium geometry (ωB97M-V/def2-TZVPD).

Structure (ORCA input):
```
! wB97M-V def2-TZVPD RIJCOSX def2/J DEFGRID3
* xyz 0 1
N 1.07 3.19 1.92
C 1.03 2.26 2.93
O 2.04 2.05 3.51
C -0.25 1.45 3.18
C -0.34 0.31 2.17
N 0.70 -0.70 2.25
C -0.58 0.98 0.70
O -1.23 2.02 0.53
N -0.22 0.33 -0.42
C 0.65 -0.75 -0.70
C 0.57 -1.32 -2.18
C -0.88 -1.55 -2.66
C -1.48 -2.68 -3.03
N -2.76 -2.40 -3.32
C -2.89 -1.01 -3.23
N -1.76 -0.44 -2.85
C 2.19 -0.35 -0.47
O 3.00 -1.26 -0.64
O 2.29 0.86 -0.03
H 1.99 3.75 1.89
H 0.17 3.57 1.58
H 0.03 1.01 4.20
H -1.12 2.05 3.16
H -1.25 -0.28 2.53
H 1.57 -0.32 2.57
H 0.39 -1.38 2.91
H -0.73 0.60 -1.26
H 0.47 -1.34 0.21
H 1.04 -0.55 -2.78
H 1.30 -2.11 -2.49
H -0.91 -3.66 -3.22
H -3.47 -2.97 -3.69
H -3.76 -0.47 -3.56
H 3.11 1.09 0.30
*
```

Results
ΔE to the lowest compared entry with this formula, charge and spin in kcal/mol: 70.0
Total energy in eV: -26253.534
HOMO-LUMO gap in eV: 9.42
SMILES string: NC(=O)C[C@H](N)C(=O)N[C@@H](Cc1c[nH]cn1)C(=O)O

***

# 11
Entry from the OMol25 dataset: a 2-piece molecular cluster, C10H15NO2 overall in a non-equilibrium geometry (ωB97M-V/def2-TZVPD).

Structure (ORCA input):
```
! wB97M-V def2-TZVPD RIJCOSX def2/J DEFGRID3
* xyz 0 1
C -2.19 0.91 1.20
C -0.83 0.89 1.74
C -0.63 0.29 3.04
C 0.62 -0.16 3.35
C 1.47 -0.40 2.25
O 2.51 -1.24 2.27
C 1.47 0.37 1.13
C 0.27 1.10 0.89
H -2.72 1.98 1.30
H -2.84 0.09 1.33
H -2.21 1.01 0.03
H -1.52 0.19 3.74
H 1.03 -0.37 4.34
H 2.54 -1.72 3.09
H 2.27 0.42 0.48
H 0.33 1.77 0.10
C -1.14 -0.77 -1.75
C -0.46 0.32 -2.66
C 0.63 -0.54 -3.36
N 1.97 -0.31 -2.87
O 0.50 -1.58 -3.90
H -0.76 -1.19 -0.86
H -1.61 -1.64 -2.31
H -2.09 -0.68 -1.24
H -1.30 0.49 -3.44
H -0.10 1.04 -1.90
H 2.65 -0.95 -3.25
H 2.17 0.70 -2.76
*
```

Results
ΔE to the lowest compared entry with this formula, charge and spin in kcal/mol: 87.8
Total energy in eV: -16195.283
HOMO-LUMO gap in eV: 8.78
SMILES string: Cc1ccc(O)cc1.CCC(N)=O

***

# 12
Entry from the OMol25 dataset: a 2-piece molecular cluster, C10H15NO2 overall in a non-equilibrium geometry (ωB97M-V/def2-TZVPD).

Structure (ORCA input):
```
! wB97M-V def2-TZVPD RIJCOSX def2/J DEFGRID3
* xyz 0 1
C -1.77 -0.64 -2.59
C -1.78 -0.14 -1.16
C -2.00 -1.13 -0.08
C -1.93 -0.80 1.27
C -1.85 0.55 1.52
O -1.60 0.93 2.76
C -1.80 1.60 0.51
C -1.89 1.21 -0.79
H -2.43 -1.31 -3.12
H -0.70 -1.07 -2.88
H -2.17 0.09 -3.45
H -2.29 -2.04 -0.50
H -1.90 -1.69 1.97
H -1.87 0.35 3.50
H -1.62 2.57 0.86
H -1.75 1.95 -1.57
C 1.32 -0.73 0.89
C 2.63 -0.18 1.18
C 3.46 0.60 0.02
N 3.22 0.46 -1.32
O 4.21 1.43 0.44
H 0.39 -0.03 1.12
H 0.97 -1.69 1.40
H 1.13 -0.97 -0.14
H 2.50 0.56 1.87
H 3.31 -0.88 1.83
H 3.73 1.06 -1.84
H 2.47 -0.06 -1.70
*
```

Results
ΔE to the lowest compared entry with this formula, charge and spin in kcal/mol: 74.5
Total energy in eV: -16195.864
HOMO-LUMO gap in eV: 8.91
SMILES string: Cc1ccc(O)cc1.CCC(N)=O

***

# 13
Entry from the OMol25 dataset: a single C10H15NO2 molecule in a non-equilibrium geometry (ωB97M-V/def2-TZVPD).

Structure (ORCA input):
```
! wB97M-V def2-TZVPD RIJCOSX def2/J DEFGRID3
* xyz 0 3
C 3.51 1.05 1.50
C 2.78 0.32 0.61
C 2.32 -1.92 0.35
C 1.49 0.81 -0.12
C 0.86 -1.59 0.44
C 0.52 -0.37 -0.49
C 0.45 -1.27 1.85
C -0.92 1.50 -1.32
C -1.96 -0.67 -0.57
C -0.86 0.26 -0.36
N 4.12 1.65 2.38
O 2.64 -3.06 0.11
O 3.25 -0.95 0.33
H 0.93 1.58 0.44
H 1.69 1.40 -1.03
H 0.53 -2.50 -0.07
H 0.69 -0.83 -1.42
H -0.61 -1.57 2.07
H 0.75 -0.23 2.09
H 1.03 -1.96 2.45
H -0.53 1.29 -2.33
H -0.32 2.27 -0.88
H -1.84 1.93 -1.48
H -1.96 -1.08 -1.63
H -2.87 -0.11 -0.43
H -1.99 -1.54 0.08
H -0.86 0.49 0.67
H 5.03 2.25 2.14
*
```

Results
ΔE to the lowest compared entry with this formula, charge and spin in kcal/mol: 23.8
Total energy in eV: -16192.585
HOMO-LUMO gap (alpha / beta) in eV: 5.95 / 8.56

***

# 14
Entry from the OMol25 dataset: C10H15O3P as an isolated structure in a non-equilibrium geometry (ωB97M-V/def2-TZVPD).

Structure (ORCA input):
```
! wB97M-V def2-TZVPD RIJCOSX def2/J DEFGRID3
* xyz 0 1
C -2.31 -2.68 0.45
C -1.75 -1.33 0.83
C -3.60 -2.89 0.45
C -2.85 -0.40 0.28
C -2.36 -0.01 -0.88
C -4.12 -0.35 0.89
C 2.89 -0.41 0.98
C 2.59 0.83 0.11
C 1.00 1.32 -1.97
C 1.45 0.46 -0.79
O -0.12 -1.90 -1.40
O 0.05 0.59 -2.75
O 0.34 0.28 0.08
P -0.70 -0.82 -0.60
H -1.78 -3.54 0.08
H -1.31 -1.14 1.84
H -2.98 0.64 -1.46
H -4.72 0.51 0.74
H -3.92 -0.53 2.02
H -4.80 -1.26 0.53
H 1.99 -0.58 1.63
H 3.16 -1.27 0.30
H 3.66 -0.27 1.84
H 2.29 1.77 0.81
H 3.62 1.11 -0.26
H 0.56 2.37 -1.74
H 1.95 1.48 -2.63
H 1.64 -0.48 -1.18
H 0.55 0.19 -3.52
*
```

Results
ΔE to the lowest compared entry with this formula, charge and spin in kcal/mol: 164.3
Total energy in eV: -26038.929
HOMO-LUMO gap in eV: 9.58

***

# 15
Entry from the OMol25 dataset: a 2-piece molecular cluster, C10H16 overall in a non-equilibrium geometry (ωB97M-V/def2-TZVPD).

Structure (ORCA input):
```
! wB97M-V def2-TZVPD RIJCOSX def2/J DEFGRID3
* xyz 0 1
C 1.57 1.69 -0.13
C 0.96 1.51 -1.50
C -0.34 0.68 -1.41
C -1.02 0.48 -2.63
C -2.30 0.03 -2.76
C -2.97 -0.38 -1.60
C -2.36 -0.19 -0.38
C -1.04 0.32 -0.28
H 0.89 1.92 0.70
H 2.20 2.60 -0.18
H 2.13 0.85 0.27
H 0.80 2.46 -2.00
H 1.58 0.98 -2.23
H -0.53 0.88 -3.52
H -2.74 -0.12 -3.74
H -4.03 -0.60 -1.50
H -2.98 -0.42 0.47
H -0.60 0.42 0.70
C 1.71 -1.93 2.09
C 0.93 -1.38 3.29
H 1.93 -1.31 1.22
H 2.72 -2.06 2.50
H 1.31 -2.88 1.77
H 0.13 -0.71 2.95
H 1.57 -0.76 3.90
H 0.48 -2.08 4.00
*
```

Results
ΔE to the lowest compared entry with this formula, charge and spin in kcal/mol: 22.2
Total energy in eV: -10628.780
HOMO-LUMO gap in eV: 10.04
SMILES string: CCc1ccccc1.CC

***

# 16
Entry from the OMol25 dataset: a 2-piece molecular cluster, C10H16 overall in a non-equilibrium geometry (ωB97M-V/def2-TZVPD).

Structure (ORCA input):
```
! wB97M-V def2-TZVPD RIJCOSX def2/J DEFGRID3
* xyz 0 1
C -0.14 2.74 0.19
C -0.73 1.40 -0.22
C -1.51 0.68 0.70
C -1.89 -0.54 0.31
C -1.61 -1.03 -1.01
C -1.23 -0.15 -1.99
C -0.86 1.13 -1.60
H 0.61 2.94 -0.46
H 0.25 2.91 1.20
H -0.97 3.49 0.10
H -1.85 1.20 1.67
H -2.59 -1.10 0.96
H -1.69 -2.11 -1.25
H -1.18 -0.61 -3.06
H -0.39 1.69 -2.44
C 1.85 -2.47 1.34
C 1.62 -1.03 0.93
C 2.91 -0.37 0.63
H 2.54 -2.43 2.21
H 1.93 -3.12 0.44
H 0.89 -2.92 1.81
H 0.84 -1.01 0.03
H 1.13 -0.61 1.83
H 3.24 0.68 1.09
H 3.84 -0.88 0.75
H 2.98 -0.28 -0.56
*
```

Results
ΔE to the lowest compared entry with this formula, charge and spin in kcal/mol: 61.6
Total energy in eV: -10627.073
HOMO-LUMO gap in eV: 9.60
SMILES string: Cc1ccccc1.CCC